(1)
Formula: C6H12NO3
Source: the Open Molecules 2025 dataset
Level of theory: wB97M-V/def2-TZVPD

Computed properties:
- relative energy (zero: lowest compared OMol25 entry of this formula, charge and spin) (kcal per mole) = 28.4
- net charge = -1
- gap between HOMO and LUMO (eV) = 7.111
- HOMO (eV) = -3.89

Positions of all 22 atoms, in Å:
C 0.26 0.86 -1.72
C -0.93 1.39 -2.55
C 1.13 -0.14 -2.53
O 0.52 -0.73 -3.47
O 2.35 -0.34 -2.30
H 0.84 1.74 -1.40
H -0.12 0.39 -0.82
H -0.82 2.46 -2.76
H -1.85 1.15 -2.03
H -0.98 0.89 -3.53
C -1.40 0.19 2.00
C -1.06 1.62 2.42
C -0.41 -0.80 2.59
O -0.23 -0.93 3.78
N 0.24 -1.63 1.70
H -2.46 -0.10 2.05
H -1.51 0.15 0.89
H -0.53 1.61 3.37
H -1.95 2.18 2.69
H 0.93 -2.22 2.13
H 0.53 -1.26 0.80
H -0.31 2.05 1.74


(2)
Formula: C6H12NO4P
Source: the Open Molecules 2025 dataset
Level of theory: wB97M-V/def2-TZVPD

Computed properties:
- relative energy (zero: lowest compared OMol25 entry of this formula, charge and spin) (kcal per mole) = 220.4
- gap between HOMO and LUMO (alpha / beta) (eV) = 8.401 / 8.405
- HOMO (alpha / beta) (eV) = -8.67 / -8.67

Positions of all 24 atoms, in Å:
C -1.48 0.21 -0.93
C -0.78 -1.40 0.55
C -0.91 0.14 0.43
C -1.40 -1.23 -1.60
C 2.37 0.11 -0.16
C 1.35 0.79 0.65
N 0.66 1.98 0.21
O 0.12 2.62 1.13
O 0.68 2.24 -0.97
O -0.52 -1.91 -0.75
O -2.77 -1.59 -1.55
P 1.15 0.70 2.48
H -2.54 0.38 -0.80
H -0.97 1.02 -1.58
H 0.00 -1.66 1.37
H -1.83 -1.82 0.88
H -1.24 0.84 1.18
H -0.95 -1.24 -2.59
H 3.28 0.32 0.29
H 2.27 -0.93 0.06
H 2.09 0.21 -1.21
H -3.06 -1.56 -2.48
H 2.03 1.77 2.75
H 2.44 0.01 2.64


(3)
Formula: C6H12NO5S2
Source: the Open Molecules 2025 dataset
Level of theory: wB97M-V/def2-TZVPD

Computed properties:
- net charge = -1
- gap between HOMO and LUMO (eV) = 8.662
- HOMO (eV) = -5.34

Positions of all 26 atoms, in Å:
C 3.41 -1.68 -0.38
C 2.60 -1.11 0.51
C 2.82 0.28 1.02
S 1.67 1.49 0.31
O 1.26 2.31 1.44
O 2.41 2.20 -0.71
N 0.51 0.54 -0.22
S -0.37 0.98 -1.47
O -1.16 2.18 -1.25
O 0.30 0.92 -2.75
C -1.55 -0.41 -1.49
O -2.79 -0.05 -0.97
C -3.17 -0.67 0.24
C -3.05 0.30 1.43
H 3.06 -2.46 -1.05
H 4.44 -1.35 -0.46
H 1.72 -1.63 0.86
H 3.82 0.60 0.71
H 2.74 0.35 2.11
H -1.10 -1.26 -0.97
H -1.64 -0.66 -2.55
H -2.62 -1.60 0.42
H -4.23 -0.95 0.12
H -2.92 1.30 1.02
H -2.20 0.07 2.06
H -3.97 0.30 2.02


(4)
Formula: C6H12NOP
Source: the Open Molecules 2025 dataset
Level of theory: wB97M-V/def2-TZVPD

Computed properties:
- relative energy (zero: lowest compared OMol25 entry of this formula, charge and spin) (kcal per mole) = 109.4
- gap between HOMO and LUMO (eV) = 9.705
- SMILES string = C#C[PH3]CC(=O)N(C)C
- HOMO (eV) = -9.07

Positions of all 21 atoms, in Å:
C -2.74 3.34 0.80
C -1.94 2.69 0.17
P -0.65 1.60 -0.70
C 0.66 0.45 -1.54
C 1.30 -0.54 -0.62
O 2.47 -0.77 -0.69
N 0.46 -1.15 0.35
C -0.04 -2.46 -0.10
C 1.05 -1.16 1.70
H -3.21 3.88 1.56
H -1.67 1.09 -1.53
H -0.32 1.12 0.58
H 0.02 2.75 -1.15
H 1.45 1.01 -2.02
H 0.19 -0.12 -2.33
H -0.91 -2.31 -0.73
H -0.35 -3.03 0.75
H 0.69 -3.01 -0.69
H 0.46 -0.51 2.34
H 2.04 -0.75 1.70
H 1.05 -2.13 2.15


M across the listed records, respectively: 146.17, 193.14, 242.30, 145.14 g mol⁻¹.